Molecular formula: H4N2O2Si
Method: DFT, ωB97M-V/def2-TZVPD

Computed properties:
LUMO (alpha / beta), eV: -0.8 / -0.8
Max |F|, Eh/bohr: 0.0809
SMILES: O=N[SiH]=O.N
ΔE to the lowest compared entry with this formula, charge and spin, kcal/mol: 72.33
DFT total energy, a.u.: -551.700276
HOMO energy (alpha / beta), hartree: -0.3097 / -0.3097

```
! RIJCOSX wB97M-V def2-TZVPD def2/J DEFGRID3
* xyz 0 1
O -1.9419 0.7310 1.9870
N -0.9247 1.1905 1.6672
Si 0.3576 1.1218 0.5828
O 0.4421 -0.3364 1.1720
H 1.2523 2.0306 -0.0161
N 0.1940 -1.2204 -1.6332
H 0.7149 -1.6991 -0.9466
H 0.6701 -0.3423 -1.5620
H -0.7645 -1.4757 -1.2512
*
```

natural (NBO) atomic charge list, values in e, 2 entries: -0.22 -0.17

***

Molecular formula: H4N2OS
Method: DFT, ωB97M-V/def2-TZVPD

Computed properties:
LUMO, eV: 0.2
Max |F|, Eh/bohr: 0.0825
ΔE to the lowest compared entry with this formula, charge and spin, kcal/mol: 36.56
DFT total energy, a.u.: -585.250551
HOMO energy, hartree: -0.3811

```
! RIJCOSX wB97M-V def2-TZVPD def2/J DEFGRID3
* xyz 0 1
N -1.3228 0.9097 0.3373
N 1.3686 -0.8359 0.5298
O -2.8267 -0.9545 -0.5568
S -1.6927 -0.5183 0.2209
H -1.9332 1.5383 -0.0908
H 1.8675 0.0369 0.5386
H 1.7862 -0.5567 1.5504
H 1.8673 -1.6933 0.2344
*
```

natural (NBO) atomic charge list, values in e, 2 entries: -0.99 -1.09

***

Molecular formula: H4N2OS
Method: DFT, ωB97M-V/def2-TZVPD

Computed properties:
LUMO, eV: 0.7
Max |F|, Eh/bohr: 0.0956
ΔE to the lowest compared entry with this formula, charge and spin, kcal/mol: 41.86
DFT total energy, a.u.: -585.242105
HOMO energy, hartree: -0.3383

```
! RIJCOSX wB97M-V def2-TZVPD def2/J DEFGRID3
* xyz 0 1
N -0.4115 1.0430 -1.1600
N 0.4049 -0.8367 0.8092
O 0.8071 1.7269 0.7561
S -0.5679 0.9589 0.3149
H -1.2918 1.1517 -1.6296
H -0.1555 -1.5420 0.3678
H 0.3691 -0.9426 1.8144
H 1.5324 1.6666 0.0900
*
```

natural (NBO) atomic charge list, values in e, 2 entries: -1.10 -1.02

***

Molecular formula: H4N2OS2
Method: DFT, ωB97M-V/def2-TZVPD

Computed properties:
LUMO, eV: 0.6
Max |F|, Eh/bohr: 0.0591
SMILES: SNONS
ΔE to the lowest compared entry with this formula, charge and spin, kcal/mol: 84.45
DFT total energy, a.u.: -983.340392
HOMO energy, hartree: -0.3335

```
! RIJCOSX wB97M-V def2-TZVPD def2/J DEFGRID3
* xyz 0 1
S 2.3982 -0.4420 -0.2759
N 0.9501 0.1880 0.4830
O 0.1522 1.1384 -0.1753
N -1.2365 0.7305 -0.5126
S -1.7465 -0.7126 0.1261
H 1.9290 -1.7578 -0.7915
H 1.0651 0.4977 1.4448
H -1.3690 0.4976 -1.5909
H -2.1427 -0.1397 1.2922
*
```

natural (NBO) atomic charge list, values in e, 2 entries: 0.14 -0.51

***

Molecular formula: H4N3O3P
Method: DFT, ωB97M-V/def2-TZVPD

Computed properties:
LUMO (alpha / beta), eV: 7.3 / 7.3
Max |F|, Eh/bohr: 0.0374
ΔE to the lowest compared entry with this formula, charge and spin, kcal/mol: 53.15
DFT total energy, a.u.: -733.679583
HOMO energy (alpha / beta), hartree: 0.0963 / 0.0963

```
! RIJCOSX wB97M-V def2-TZVPD def2/J DEFGRID3
* xyz -2 1
N -1.5297 -1.0993 -0.1454
N -1.4999 1.2265 -0.0266
N -1.1382 0.0977 -0.8429
O 2.7578 -0.7919 -0.9762
O 1.4856 -0.8138 1.2551
O 2.2002 1.4116 0.2194
P 1.8860 -0.0519 0.0097
H -1.1558 -1.8384 -0.7463
H -0.9647 -1.1548 0.7205
H -1.1423 1.0476 0.9305
H -0.8990 1.9667 -0.3980
*
```

natural (NBO) atomic charge list, values in e, 2 entries: -0.77 -0.76

***

Molecular formula: H4N3OPS
Method: DFT, ωB97M-V/def2-TZVPD

Computed properties:
LUMO, eV: 0.2
Max |F|, Eh/bohr: 0.0852
ΔE to the lowest compared entry with this formula, charge and spin, kcal/mol: 67.16
DFT total energy, a.u.: -981.376567
HOMO energy, hartree: -0.3168

```
! RIJCOSX wB97M-V def2-TZVPD def2/J DEFGRID3
* xyz 0 1
N -1.3970 1.1467 -0.1114
N -1.4223 -1.0202 -0.1245
N 1.2235 -0.4857 0.0751
O -3.7708 -0.1636 0.7473
P -2.9976 0.0417 -0.4691
S -0.4185 -0.0141 0.5502
H -1.2699 2.1126 0.2273
H -1.2266 -2.0462 -0.2745
H 1.9132 -0.0419 0.5628
H 1.5963 -1.0264 -0.6252
*
```

natural (NBO) atomic charge list, values in e, 2 entries: -1.15 -1.19

***

Molecular formula: H4N3OPS
Method: DFT, ωB97M-V/def2-TZVPD

Computed properties:
LUMO (alpha / beta), eV: -3.0 / -3.0
Max |F|, Eh/bohr: 0.0737
ΔE to the lowest compared entry with this formula, charge and spin, kcal/mol: 53.56
DFT total energy, a.u.: -981.398252
HOMO energy (alpha / beta), hartree: -0.3297 / -0.3298

```
! RIJCOSX wB97M-V def2-TZVPD def2/J DEFGRID3
* xyz 0 1
N -0.0672 0.1786 -1.4629
N 1.2920 0.9768 0.4950
N -0.2421 -1.1155 0.7222
O -1.1936 1.4700 0.6647
P -0.3120 0.4296 0.0970
S 2.5791 0.1472 0.1435
H -0.3543 1.0175 -2.0211
H 1.5237 2.0097 0.3510
H -0.4452 -1.8469 -0.0708
H -0.6701 -1.3474 1.6989
*
```

natural (NBO) atomic charge list, values in e, 2 entries: -1.22 -0.88

***

Molecular formula: H4N3OPS
Method: DFT, ωB97M-V/def2-TZVPD

Computed properties:
LUMO (alpha / beta), eV: -1.0 / -1.2
Max |F|, Eh/bohr: 0.0863
ΔE to the lowest compared entry with this formula, charge and spin, kcal/mol: 39.13
DFT total energy, a.u.: -981.421239
HOMO energy (alpha / beta), hartree: -0.3116 / -0.3021

```
! RIJCOSX wB97M-V def2-TZVPD def2/J DEFGRID3
* xyz 0 1
N 1.6969 1.8211 0.2506
N 0.8103 -0.5165 -0.4306
N -1.6324 -1.6469 -0.3579
O -1.4075 0.7911 0.2702
P -0.8021 -0.2360 -0.5424
S 1.9916 0.3715 -0.6793
H 1.9624 1.5458 1.1803
H 0.7189 1.9796 0.3611
H -1.2226 -2.5581 -0.5592
H -2.1156 -1.5516 0.5072
*
```

natural (NBO) atomic charge list, values in e, 2 entries: -1.00 -1.13

***

Molecular formula: H4N3OPS
Method: DFT, ωB97M-V/def2-TZVPD

Computed properties:
LUMO, eV: 0.0
Max |F|, Eh/bohr: 0.0818
ΔE to the lowest compared entry with this formula, charge and spin, kcal/mol: 49.95
DFT total energy, a.u.: -981.404000
HOMO energy, hartree: -0.3054

```
! RIJCOSX wB97M-V def2-TZVPD def2/J DEFGRID3
* xyz 0 1
N -0.4301 1.8865 0.9227
N -1.8338 0.1792 0.2773
N 1.0159 -0.4733 -0.1847
O -0.6545 1.7186 -1.8695
P -0.5910 1.0355 -0.5738
S -1.2849 0.7456 1.8586
H 0.4189 2.3716 1.2806
H -2.0555 -0.7525 0.0661
H 1.8157 0.2306 -0.1812
H 1.1222 -1.0721 -0.9933
*
```

natural (NBO) atomic charge list, values in e, 2 entries: -1.13 -1.08

***

Molecular formula: H4N3P
Method: DFT, ωB97M-V/def2-TZVPD

Computed properties:
LUMO (alpha / beta), eV: -0.3 / -0.3
Max |F|, Eh/bohr: 0.0822
ΔE to the lowest compared entry with this formula, charge and spin, kcal/mol: 89.49
DFT total energy, a.u.: -507.815263
HOMO energy (alpha / beta), hartree: -0.3377 / -0.3377

```
! RIJCOSX wB97M-V def2-TZVPD def2/J DEFGRID3
* xyz 0 1
N 1.3642 0.6466 0.0909
N 0.8286 -0.6860 0.1244
N 1.8257 -0.5089 0.8025
P -1.4290 -0.2951 0.3479
H 2.1326 0.9025 -0.5973
H -1.2365 -0.9929 -0.8605
H -0.7829 0.8327 -0.0214
H -2.7027 0.1010 0.1135
*
```

natural (NBO) atomic charge list, values in e, 2 entries: -0.44 0.01

***

The lowest max |F| belongs to which entry? H4N3O3P

***

Which of these has the highest ΔE to the lowest compared entry with this formula, charge and spin? H4N3P

***

Copy entry 7 word for word.
Molecular formula: H4N3OPS
Method: DFT, ωB97M-V/def2-TZVPD

Computed properties:
LUMO (alpha / beta), eV: -3.0 / -3.0
Max |F|, Eh/bohr: 0.0737
ΔE to the lowest compared entry with this formula, charge and spin, kcal/mol: 53.56
DFT total energy, a.u.: -981.398252
HOMO energy (alpha / beta), hartree: -0.3297 / -0.3298

```
! RIJCOSX wB97M-V def2-TZVPD def2/J DEFGRID3
* xyz 0 1
N -0.0672 0.1786 -1.4629
N 1.2920 0.9768 0.4950
N -0.2421 -1.1155 0.7222
O -1.1936 1.4700 0.6647
P -0.3120 0.4296 0.0970
S 2.5791 0.1472 0.1435
H -0.3543 1.0175 -2.0211
H 1.5237 2.0097 0.3510
H -0.4452 -1.8469 -0.0708
H -0.6701 -1.3474 1.6989
*
```

natural (NBO) atomic charge list, values in e, 2 entries: -1.22 -0.88